(1)
The following is a quantum chemistry calculation of a molecular structure, C13H20KN4O10P2S, from OMol25.

HOMO level = -5.9 eV
frontier orbital gap = 8.350 eV
net charge = -1
E = -85988.8795 eV

Positions of all 51 atoms, in Å:
1 K 1.23176 -1.84225 -1.04515
2 C 5.47701 -1.43341 1.29353
3 C 4.22581 -0.54804 1.49357
4 O 4.54607 0.49285 2.40620
5 P 3.80669 0.24554 -0.07112
6 O 5.12891 1.10379 -0.39478
7 O 2.76322 1.38904 0.21836
8 O 3.49465 -0.69050 -1.16131
9 P 2.71777 -1.52006 1.98784
10 O 1.46221 -0.64747 1.28285
11 O 2.59306 -1.36743 3.46118
12 O 2.72256 -2.78084 1.20299
13 H 6.26295 -0.75858 0.95889
14 H 5.26733 -2.21297 0.57078
15 H 5.76075 -1.86183 2.23300
16 H 4.07306 0.24638 3.21805
17 H 4.92287 2.03805 -0.54793
18 H 1.88901 1.25098 -0.27812
19 H 1.21095 0.05979 1.88516
20 N -6.75319 2.12492 1.26401
21 C -5.69200 1.55406 0.48220
22 C -5.71174 1.53833 -0.92475
23 C -4.67527 0.95092 -1.62556
24 C -3.66284 0.34251 -0.90838
25 C -3.59933 0.40401 0.46316
26 C -4.58015 1.06147 1.15355
27 S -2.43545 -0.52933 -1.84643
28 O -2.80320 -0.34448 -3.24175
29 O -2.48837 -1.90042 -1.38849
30 N -1.00389 0.05088 -1.41231
31 C -0.72251 1.33896 -1.58289
32 N -1.64396 2.21362 -2.07320
33 C -1.38793 3.49757 -2.03649
34 C -0.17056 4.02975 -1.60962
35 C 0.74567 3.07186 -1.23295
36 N 0.52376 1.77244 -1.21968
37 H -7.64179 2.08838 0.73961
38 H -6.87574 1.61846 2.13342
39 H -6.53274 2.06430 -1.40780
40 H -4.66933 0.92369 -2.70921
41 H -2.77448 -0.06329 0.97200
42 H -4.58027 1.12867 2.23208
43 H -2.19025 4.09396 -2.45763
44 H 0.04775 5.10864 -1.69570
45 H 1.74577 3.34238 -0.97220
46 C 1.42334 -5.72240 0.36959
47 O 2.58312 -5.04045 -0.16171
48 H 1.00679 -5.17282 1.24359
49 H 1.63861 -6.73110 0.74170
50 H 0.64373 -5.72927 -0.37959
51 H 2.67985 -4.24926 0.37744


(2)
The following is a quantum chemistry calculation of C13H20N2O2 in the gas phase, from OMol25.

HOMO level = -8.2 eV
frontier orbital gap = 8.521 eV
relative energy (zero: lowest compared OMol25 entry of this formula, charge and spin) = 1.6735 eV
structure (SMILES) = CCCCCCCC(=O)N/N=C/c1ccco1
E = -20879.7883 eV

Positions of all 37 atoms, in Å:
1 C 6.53946 -0.46234 -1.74138
2 C 5.39535 -1.09162 -0.95550
3 C 5.28803 -0.49822 0.44735
4 C 4.24962 -1.19345 1.32891
5 C 2.81110 -1.11749 0.81443
6 C 2.29379 0.31213 0.68377
7 C 0.80533 0.34079 0.35128
8 C 0.30710 1.74669 0.13651
9 O 0.98878 2.74509 0.10655
10 N -1.05139 1.84291 -0.04214
11 N -1.86284 0.78132 -0.01502
12 C -3.11688 0.94619 -0.18586
13 C -4.01720 -0.16435 -0.16066
14 C -3.80608 -1.51216 0.02561
15 C -5.07332 -2.12194 -0.05140
16 C -5.96334 -1.11267 -0.27751
17 O -5.33849 0.06948 -0.34509
18 H 7.48892 -0.63192 -1.23772
19 H 6.39039 0.61123 -1.83509
20 H 6.60028 -0.88879 -2.74022
21 H 4.46265 -0.92964 -1.49793
22 H 5.55605 -2.16997 -0.88032
23 H 5.05654 0.56537 0.37414
24 H 6.26127 -0.58550 0.93775
25 H 4.52483 -2.24650 1.43195
26 H 4.28763 -0.74500 2.32484
27 H 2.17175 -1.66147 1.51517
28 H 2.73689 -1.62220 -0.15046
29 H 2.46086 0.85157 1.61796
30 H 2.83430 0.84144 -0.10086
31 H 0.60363 -0.22616 -0.56085
32 H 0.21358 -0.11511 1.14713
33 H -1.43408 2.78034 -0.19576
34 H -3.56569 1.93048 -0.35766
35 H -2.85926 -1.98029 0.19328
36 H -5.29696 -3.16430 0.04697
37 H -7.02810 -1.11251 -0.40340


(3)
The following is a quantum chemistry calculation of C13H20N6O4 in the gas phase, from OMol25.

HOMO level = -9.2 eV
frontier orbital gap = 9.685 eV
relative energy (zero: lowest compared OMol25 entry of this formula, charge and spin) = 2.4265 eV
structure (SMILES) = CNC(=O)[C@@H](CC(N)=O)NC(=O)[C@@H](Cc1c[nH]cn1)NC(C)=O
E = -30935.7280 eV

Positions of all 43 atoms, in Å:
1 C 0.27369 1.37904 -3.66982
2 N -0.18052 0.45614 -2.52678
3 C -0.44402 -0.77564 -2.71092
4 O -0.65719 -1.16238 -3.84871
5 C -0.55253 -1.65427 -1.48282
6 C 0.48857 -2.88555 -1.51981
7 C -0.14019 -4.21792 -1.71850
8 N -0.52455 -4.63150 -2.86557
9 O -0.14470 -5.05729 -0.83236
10 N -0.45942 -0.84280 -0.16701
11 C -1.52859 -0.32129 0.38611
12 O -2.62543 -0.50551 -0.11488
13 C -1.34490 0.66836 1.56569
14 C -1.67628 -0.14314 2.79446
15 C -0.70128 -1.27677 3.12482
16 C -0.89355 -2.49609 2.52523
17 N 0.36936 -3.07332 2.72682
18 C 1.18622 -2.21534 3.25758
19 N 0.63287 -0.99226 3.42213
20 N 0.03621 1.27425 1.66966
21 C 0.52814 2.16694 0.80661
22 C 1.76190 2.88977 1.39418
23 O -0.00061 2.41444 -0.29413
24 H 1.40324 1.48860 -3.78540
25 H -0.46951 1.25116 -4.55390
26 H 0.13023 2.35375 -3.35420
27 H -0.21614 0.82075 -1.54274
28 H -1.49176 -2.21652 -1.57657
29 H 1.34054 -2.52662 -2.20020
30 H 1.05360 -2.92296 -0.51798
31 H -0.48527 -4.07006 -3.64151
32 H -1.16276 -5.44582 -2.77939
33 H 0.38886 -0.80698 0.28646
34 H -2.18411 1.41814 1.37799
35 H -2.70812 -0.45121 2.78070
36 H -1.54927 0.59659 3.63592
37 H -1.88690 -2.98339 2.31193
38 H 0.44037 -4.07156 2.60850
39 H 2.23616 -2.41648 3.36758
40 H 0.55556 1.32118 2.57037
41 H 2.54581 2.46417 0.75029
42 H 1.84619 3.96758 1.10917
43 H 1.99887 2.67853 2.42996


(4)
The following is a quantum chemistry calculation of a gas-phase ion, C13H20NO (charge +1), from OMol25.

HOMO level (alpha / beta) = -7.5 / -12.7 eV
frontier orbital gap (alpha / beta) = 4.469 / 7.823 eV
relative energy (zero: lowest compared OMol25 entry of this formula, charge and spin) = 1.4590 eV
net charge = +1
2S+1 = 3
E = -17330.9506 eV

Positions of all 35 atoms, in Å:
1 C 1.14764 3.24268 -0.94248
2 C 2.02798 2.49637 -1.63457
3 C 0.29672 2.31045 -0.28593
4 C 0.72601 1.07849 -0.64704
5 C -0.81619 2.47291 0.61933
6 C -1.28485 1.15251 1.22709
7 C 1.32582 -0.53257 1.09874
8 C 2.34725 -1.47301 0.56401
9 C 0.69038 -1.49683 -1.10093
10 C 0.35444 -0.31481 -0.11938
11 C -1.14793 -0.06457 0.18424
12 C -1.78477 -1.31157 0.98309
13 C -1.84551 0.07988 -1.08865
14 N 2.14152 -1.72629 -0.86914
15 O 1.78841 1.15697 -1.45527
16 H 0.91782 4.29805 -0.95101
17 H 2.68522 2.81739 -2.44622
18 H -0.50354 3.28363 1.42941
19 H -1.57218 3.02437 0.16405
20 H -0.69309 0.86425 2.09479
21 H -2.40152 1.18578 1.36320
22 H 0.90771 -0.93667 2.07017
23 H 1.68211 0.43838 1.43925
24 H 3.29424 -1.16967 0.85514
25 H 2.14257 -2.50095 1.00868
26 H 0.06767 -2.37531 -0.90914
27 H 0.59810 -1.23685 -2.08519
28 H -2.76816 -1.06561 1.08360
29 H -1.31436 -1.28000 1.97918
30 H -1.67963 -2.20191 0.39833
31 H -2.30890 -0.82283 -1.44716
32 H -1.25573 0.46018 -1.97555
33 H -2.71023 0.79919 -1.16172
34 H 2.50692 -0.90446 -1.37955
35 H 2.46559 -2.62593 -1.27031


(5)
The following is a quantum chemistry calculation of a molecular structure, C13H20NReS4Se, from OMol25.

HOMO level (alpha / beta) = -17.9 / -17.9 eV
frontier orbital gap (alpha / beta) = 5.339 / 5.380 eV
relative energy (zero: lowest compared OMol25 entry of this formula, charge and spin) = 0.0000 eV
net charge = +3
2S+1 = 2
E = -126084.6949 eV

Positions of all 40 atoms, in Å:
1 Re -0.59756 -0.81054 0.00319
2 C 2.65779 -0.55542 -0.86375
3 C 1.95933 -0.97720 -2.14431
4 S 0.50768 -1.99824 -1.69559
5 C -0.61223 -1.92129 -3.14900
6 C -2.01860 -2.28773 -2.70030
7 S -2.56954 -1.41169 -1.18801
8 C -3.36232 0.16939 -1.65717
9 C -2.38739 1.32505 -1.78025
10 S -1.31145 1.37942 -0.28706
11 C 0.19053 2.23930 -0.89388
12 C 1.34880 1.93030 0.03624
13 S 1.55533 0.15120 0.41630
14 H 3.44429 0.17297 -1.06608
15 H 3.12319 -1.40701 -0.36441
16 H 2.61727 -1.60071 -2.75128
17 H 1.61705 -0.13272 -2.74188
18 H -0.24306 -2.64424 -3.87840
19 H -0.54724 -0.92022 -3.57507
20 H -2.09117 -3.34243 -2.42970
21 H -2.74863 -2.10067 -3.48889
22 H -4.10050 0.33757 -0.87144
23 H -3.90560 0.01368 -2.59051
24 H -2.91609 2.27892 -1.81997
25 H -1.74365 1.23936 -2.65609
26 H -0.03487 3.30709 -0.89152
27 H 0.37414 1.91637 -1.91866
28 H 1.21674 2.39401 1.01484
29 H 2.28968 2.29448 -0.37824
30 Se -0.86058 -1.44013 2.19790
31 C 0.19550 -0.45030 3.45940
32 C -0.01822 0.91266 3.60437
33 C 0.75101 1.55715 4.56960
34 N 1.65470 0.92334 5.30966
35 C 1.82324 -0.38546 5.15993
36 C 1.09743 -1.14481 4.23893
37 H -0.78017 1.44921 3.05193
38 H 0.62380 2.61764 4.75292
39 H 2.55326 -0.86456 5.80064
40 H 1.24810 -2.21373 4.16561